(1)
# C2H13FeN2O

C2H13FeN2O as an isolated structure at a distorted geometry (wB97M-V/def2-TZVPD, the OMol25 dataset).

Its HOMO energy (alpha / beta) is 0.547 / -1.773 eV. As for the charge: -1. The spin multiplicity is 5. The expectation value of S² is 6.073. As for the orbital gap (alpha / beta): 3.221 / 5.632 eV.

Element x y z (Å)
C: -2.022 -0.196 0.294
Fe: 0.099 -0.365 -0.268
N: 2.003 0.365 -1.058
N: -0.609 -0.769 -2.185
H: 2.212 -0.498 -0.548
H: -1.378 0.703 -0.030
H: -2.335 0.118 1.270
H: -1.857 -1.283 0.486
H: -2.817 -0.154 -0.417
H: 0.083 -1.523 -2.281
H: -0.490 -0.039 -2.921
H: -1.566 -1.112 -2.219
H: 2.367 0.400 -2.009
H: 2.355 1.145 -0.496
C: 0.759 0.653 2.516
O: 0.816 0.404 1.151
H: 0.356 1.662 2.750
H: 1.781 0.660 2.938
H: 0.241 -0.171 3.028

Electronic structure analysis, natural (NBO) charges in units of e: C -0.963; Fe 0.374; N -1.138; N -1.466; H 0.379; H 0.234; H 0.211; H 0.240; H 0.208; H 0.339; H 0.335; H 0.348; H 0.357; H 0.380; C -0.215; O -1.002; H 0.126; H 0.122; H 0.130

=====

(2)
# C2H13N2O2

A 3-piece molecular cluster, C2H13N2O2 overall at a distorted geometry (wB97M-V/def2-TZVPD, the OMol25 dataset).

Its HOMO energy (alpha / beta) is -2.795 / -10.315 eV. As for the charge: 0. The spin multiplicity is 2. The expectation value of S² is 0.750. As for the orbital gap (alpha / beta): 3.664 / 10.917 eV.

Element x y z (Å)
N: 1.135 -0.330 -0.282
C: -0.319 -0.676 -0.138
C: -0.508 -1.384 1.183
N: 0.236 -2.658 1.148
H: 1.484 0.102 0.620
H: 1.655 -1.211 -0.428
H: 1.268 0.411 -0.991
H: -0.875 0.260 -0.154
H: -0.555 -1.311 -0.981
H: 0.017 -0.769 1.915
H: -1.526 -1.493 1.545
H: 0.162 -3.121 2.047
H: -0.226 -3.320 0.507
H: -2.189 3.117 -0.605
H: -0.972 2.546 0.094
O: -1.686 2.297 -0.519
H: 0.493 2.159 -2.166
H: 1.217 3.169 -1.306
O: 1.190 2.211 -1.489

Electronic structure analysis, natural (NBO) charges in units of e: N -0.899; C -0.315; C -0.276; N -0.851; H 0.275; H 0.414; H 0.449; H 0.250; H 0.200; H 0.189; H 0.194; H 0.364; H 0.351; H 0.468; H 0.418; O -1.024; H 0.464; H 0.440; O -1.113

=====

(3)
# C2H13N2O2

A 3-piece molecular cluster, C2H13N2O2 overall at a distorted geometry (wB97M-V/def2-TZVPD, the OMol25 dataset).

Its HOMO energy is -13.985 eV. As for the charge: +1. The spin multiplicity is 1. As for the orbital gap: 11.054 eV.

Element x y z (Å)
N: -0.149 -0.681 1.063
C: 0.081 -0.092 -0.308
C: 1.611 0.051 -0.437
N: 2.099 -1.331 -0.440
H: -0.190 0.100 1.712
H: -0.994 -1.236 1.125
H: 0.710 -1.198 1.302
H: -0.186 -0.862 -1.022
H: -0.573 0.763 -0.373
H: 1.746 0.579 -1.375
H: 1.969 0.525 0.476
H: 2.195 -1.609 -1.407
H: 2.979 -1.486 0.037
H: -3.022 -1.889 -0.782
H: -3.272 -0.300 -1.233
O: -3.079 -0.961 -0.573
H: 0.121 3.328 0.837
H: -1.366 3.489 0.712
O: -0.678 2.809 0.684

Electronic structure analysis, natural (NBO) charges in units of e: N -0.677; C -0.221; C -0.243; N -0.875; H 0.437; H 0.455; H 0.446; H 0.218; H 0.259; H 0.223; H 0.194; H 0.386; H 0.390; H 0.497; H 0.504; O -0.996; H 0.481; H 0.492; O -0.968

=====

(4)
# C2H13N2O2

A 3-piece molecular cluster, C2H13N2O2 overall at a distorted geometry (wB97M-V/def2-TZVPD, the OMol25 dataset).

Its HOMO energy is -13.490 eV. As for the charge: +1. The spin multiplicity is 1. As for the orbital gap: 10.318 eV.

Element x y z (Å)
N: -0.074 -0.413 -0.334
C: 0.311 -1.836 -0.036
C: 1.620 -1.939 -0.948
N: 1.698 -1.236 -2.201
H: 0.256 -0.241 -1.329
H: -0.965 0.057 -0.081
H: 0.602 0.189 0.212
H: 0.397 -1.828 0.976
H: -0.458 -2.472 -0.294
H: 2.516 -1.999 -0.350
H: 1.442 -3.028 -1.436
H: 2.618 -0.807 -2.320
H: 1.756 -1.865 -3.009
H: -0.700 6.333 2.971
H: 0.229 5.238 3.582
O: -0.469 5.356 2.857
H: -3.615 0.310 -0.253
H: -3.926 0.176 1.341
O: -3.238 0.005 0.653

Electronic structure analysis, natural (NBO) charges in units of e: N -0.718; C -0.196; C -0.275; N -0.864; H 0.463; H 0.471; H 0.425; H 0.221; H 0.224; H 0.229; H 0.222; H 0.392; H 0.399; H 0.477; H 0.471; O -0.948; H 0.490; H 0.505; O -0.990

=====

Which of these has the lowest charge? C2H13FeN2O

=====

Repeat the second record exactly.
# C2H13N2O2

A 3-piece molecular cluster, C2H13N2O2 overall at a distorted geometry (wB97M-V/def2-TZVPD, the OMol25 dataset).

Its HOMO energy (alpha / beta) is -2.795 / -10.315 eV. As for the charge: 0. The spin multiplicity is 2. The expectation value of S² is 0.750. As for the orbital gap (alpha / beta): 3.664 / 10.917 eV.

Element x y z (Å)
N: 1.135 -0.330 -0.282
C: -0.319 -0.676 -0.138
C: -0.508 -1.384 1.183
N: 0.236 -2.658 1.148
H: 1.484 0.102 0.620
H: 1.655 -1.211 -0.428
H: 1.268 0.411 -0.991
H: -0.875 0.260 -0.154
H: -0.555 -1.311 -0.981
H: 0.017 -0.769 1.915
H: -1.526 -1.493 1.545
H: 0.162 -3.121 2.047
H: -0.226 -3.320 0.507
H: -2.189 3.117 -0.605
H: -0.972 2.546 0.094
O: -1.686 2.297 -0.519
H: 0.493 2.159 -2.166
H: 1.217 3.169 -1.306
O: 1.190 2.211 -1.489

Electronic structure analysis, natural (NBO) charges in units of e: N -0.899; C -0.315; C -0.276; N -0.851; H 0.275; H 0.414; H 0.449; H 0.250; H 0.200; H 0.189; H 0.194; H 0.364; H 0.351; H 0.468; H 0.418; O -1.024; H 0.464; H 0.440; O -1.113

=====

Which value of charge does entry 3 give? +1